(1)
Here is a cluster of 5 separate species, C25H39NO7 in total in a non-equilibrium geometry from the Open Molecules 2025 dataset. Energies are from ωB97M-V/def2-TZVPD.

Last column: Mulliken charge in e.
CARTESIAN COORDINATES (ANGSTROEM)
C -2.57773 -2.81849 -1.30048  -1.416
C -1.37785 -1.89244 -1.05855  -0.225
C -1.83388 -0.48075 -0.64237  -1.089
C -0.89399 0.23080 0.34761  0.914
C -1.64433 0.81001 1.54805  -1.778
N -0.13100 1.31929 -0.32038  0.630
C 0.43405 0.93262 -1.60441  -0.104
O -0.08202 1.13321 -2.66427  -0.540
C 1.79868 0.38790 -1.33180  0.424
C 2.61241 -0.44042 -2.07708  -0.813
C 3.82385 -0.81219 -1.50723  -0.565
C 4.21622 -0.36384 -0.24199  -0.580
C 3.39277 0.48820 0.48416  0.160
O 3.80639 0.96433 1.69734  -0.563
C 2.17341 0.84622 -0.07200  0.735
C 1.04808 1.67751 0.44707  -0.204
O 1.06723 2.53654 1.28156  -0.574
H -2.27869 -3.73449 -1.81164  0.393
H -3.34963 -2.30791 -1.88194  0.344
H -3.01090 -3.09593 -0.33523  0.344
H -0.78637 -1.83045 -1.97638  0.259
H -0.77296 -2.33443 -0.26188  0.273
H -2.01120 0.13798 -1.51750  0.336
H -2.80538 -0.58473 -0.15051  0.599
H -0.20356 -0.52871 0.74949  0.192
H -2.34140 0.06096 1.92901  0.531
H -0.96180 1.05860 2.36265  0.378
H -2.21337 1.69184 1.25359  0.236
H 2.30704 -0.78807 -3.05486  0.508
H 4.48411 -1.48404 -2.04075  0.405
H 5.16190 -0.66686 0.19028  0.587
H 3.13350 0.79684 2.36542  0.302
C -2.64384 -8.37698 -2.24255  -1.137
C -2.73583 -6.93396 -2.67701  0.800
O -2.18569 -6.05021 -2.06446  -0.502
C -3.55170 -6.64853 -3.91506  -1.048
H -2.03416 -8.45003 -1.34541  0.292
H -3.64063 -8.77035 -2.03670  0.332
H -2.19606 -8.97825 -3.03547  0.327
H -4.58117 -6.97955 -3.76899  0.321
H -3.13725 -7.18689 -4.76900  0.324
H -3.54161 -5.58099 -4.12114  0.262
C 7.78422 1.09267 2.75480  -1.164
C 7.14311 -0.27203 2.76008  0.879
O 6.67700 -0.75593 1.75568  -0.545
C 7.10447 -1.00139 4.08029  -1.201
H 7.74515 1.51106 1.75229  0.282
H 7.25568 1.75437 3.44273  0.315
H 8.82380 1.01937 3.07875  0.390
H 6.55461 -0.41189 4.81575  0.334
H 8.11849 -1.15363 4.45342  0.354
H 6.61807 -1.96528 3.95217  0.304
C -0.29083 4.98884 4.31530  -1.001
C -1.67041 4.85003 3.71710  0.882
O -2.61515 4.49465 4.38193  -0.570
C -1.81073 5.17152 2.24907  -0.880
H -0.32797 4.72662 5.37015  0.308
H 0.40340 4.32252 3.79952  0.189
H 0.06408 6.01525 4.20953  0.331
H -1.17045 4.50888 1.66212  0.101
H -1.51652 6.20523 2.05959  0.408
H -2.84669 5.02993 1.94895  0.250
C -5.45459 3.06712 -2.77577  -1.258
C -4.06015 2.72457 -2.30823  0.813
O -3.78700 1.63519 -1.86404  -0.473
C -3.01323 3.80568 -2.41919  -0.802
H -6.10675 2.20733 -2.64242  0.310
H -5.84413 3.91016 -2.20275  0.335
H -5.43647 3.34900 -3.82981  0.336
H -3.31108 4.67657 -1.83185  0.321
H -2.90409 4.11516 -3.46012  0.337
H -2.06146 3.42508 -2.05421  0.046

Values from the calculation:
* gap between HOMO and LUMO: 9.4059 eV
* energy: -1557.43400 a.u.
* energy above the lowest of the compared OMol25 structures with the same formula, charge and spin: 0.0 kcal per mole
* E_HOMO: -9.29 eV

---

(2)
Here is a cluster of 9 separate species, C19H56N4O11P in total in a non-equilibrium geometry from the Open Molecules 2025 dataset. Energies are from ωB97M-V/def2-TZVPD.

Last column: Mulliken charge in e.
CARTESIAN COORDINATES (ANGSTROEM)
N -3.34144 2.60736 2.34860  -0.398
C -2.17240 2.12239 2.34575  -0.534
C -1.28608 2.30585 1.14497  0.131
N -2.01721 2.16966 -0.16576  0.483
N -3.05834 1.18443 -0.17049  -0.795
C -2.63703 0.03105 -0.11834  0.885
O -2.17214 -1.01476 0.01356  -0.485
P -0.91005 2.01155 -1.63012  0.759
N -1.76805 1.80335 -2.85509  -0.730
O -0.22066 3.42028 -1.48328  -0.414
O 0.16554 0.91509 -1.34010  -0.411
H -3.82354 2.42264 3.22554  0.266
H -1.73659 1.57027 3.17765  0.432
H -0.42294 1.64938 1.19298  0.160
H -0.92093 3.33232 1.16442  0.337
H -2.48541 3.08433 -0.31248  0.435
H -1.56275 0.97615 -3.39883  0.283
H 0.72835 3.31459 -1.30953  0.340
H 0.39960 0.59855 -0.43106  0.529
C 1.75405 -2.16723 1.94455  -1.052
C 1.20352 -0.76982 2.07861  -0.368
O 0.47316 -0.37579 0.89152  -0.463
H 2.41995 -2.23195 1.08406  0.190
H 2.31032 -2.44286 2.83807  0.370
H 0.95544 -2.89752 1.79484  0.414
H 2.00392 -0.04456 2.20548  0.397
H 0.53539 -0.69763 2.94111  0.223
H -0.25655 -0.99538 0.75334  0.110
C -2.74496 7.10688 -0.00525  -1.156
C -2.85770 5.91908 -0.93517  -0.099
O -3.22372 4.72004 -0.22271  -0.566
H -2.00345 6.91746 0.77157  0.271
H -2.45257 8.00322 -0.55090  0.345
H -3.69686 7.30115 0.49302  0.405
H -1.90449 5.70784 -1.41715  0.188
H -3.59864 6.10504 -1.71510  0.273
H -4.07582 4.86124 0.20261  0.240
C 5.78190 -2.76348 1.58314  -0.925
C 5.78230 -1.29449 1.95948  -0.035
O 4.97965 -1.03706 3.11680  -0.532
H 4.76487 -3.10856 1.39132  0.082
H 6.38695 -2.93785 0.69354  0.347
H 6.18575 -3.36949 2.39692  0.350
H 5.36477 -0.69405 1.15172  0.183
H 6.80431 -0.95522 2.14301  0.238
H 5.34742 -1.55040 3.84269  0.310
C -5.04288 -3.91750 0.02391  -0.970
C -4.13821 -4.33625 -1.11691  -0.141
O -3.54788 -3.21270 -1.77534  -0.492
H -5.83459 -3.26488 -0.34312  0.220
H -5.50122 -4.78445 0.49845  0.336
H -4.48010 -3.36717 0.78478  0.357
H -4.70230 -4.87148 -1.87771  0.221
H -3.34599 -4.99988 -0.75299  0.234
H -3.03657 -2.72649 -1.12356  0.241
C 2.15329 -6.64678 0.92055  -0.812
C 1.20189 -6.88038 2.07865  -0.283
O 0.41512 -5.72303 2.36911  -0.483
H 2.81684 -5.80901 1.13856  0.091
H 2.76004 -7.53099 0.72561  0.352
H 1.60105 -6.40371 0.00934  0.305
H 1.75244 -7.10522 2.98962  0.287
H 0.54084 -7.72516 1.86281  0.285
H -0.09555 -5.51841 1.57987  0.244
C 9.49675 1.56306 -0.33173  -1.169
C 8.50574 0.65922 0.37666  -0.126
O 8.99462 -0.67198 0.52086  -0.510
H 9.73362 1.16439 -1.31784  0.298
H 9.09704 2.57104 -0.44759  0.341
H 10.43019 1.62793 0.23103  0.344
H 7.58119 0.58384 -0.19436  0.255
H 8.26288 1.06184 1.36686  0.285
H 9.80732 -0.63676 1.03480  0.288
C -7.79859 -6.34755 -3.68146  -1.009
C -8.56443 -5.17056 -3.10769  -0.263
O -7.72254 -4.29790 -2.35359  -0.481
H -7.32160 -6.91488 -2.88177  0.249
H -8.45933 -7.01391 -4.23616  0.361
H -7.01267 -6.00391 -4.35837  0.309
H -9.33592 -5.51215 -2.42061  0.282
H -9.04873 -4.60588 -3.91062  0.274
H -7.03986 -3.96924 -2.94734  0.275
C 1.84435 8.34650 -1.83520  -1.132
C 0.65723 8.30012 -0.89052  0.155
O 0.02850 9.56904 -0.76499  -0.519
H 2.57557 9.07339 -1.48403  0.304
H 2.32910 7.37186 -1.91245  0.305
H 1.52967 8.65236 -2.83494  0.340
H 0.97206 8.01160 0.11146  0.293
H -0.08139 7.56838 -1.24391  -0.057
H -0.27011 9.84496 -1.63726  0.308

Values from the calculation:
* total charge: +1
* gap between HOMO and LUMO: 8.4530 eV
* energy: -2145.22086 a.u.
* E_HOMO: -11.74 eV

---

(3)
Here is a structure of composition C5H6Br2O in a non-equilibrium geometry from the Open Molecules 2025 dataset. Energies are from ωB97M-V/def2-TZVPD.

Last column: Mulliken charge in e.
CARTESIAN COORDINATES (ANGSTROEM)
C 1.51043 -1.31579 2.26714  -0.371
C 1.14098 -0.65453 1.30958  -0.479
C -0.24833 1.72037 -0.03233  -1.357
C -1.14040 -0.67269 -0.68568  -0.430
C 0.03525 0.38623 -0.61994  0.667
O 0.97611 0.37200 -1.55633  -0.371
Br -1.85561 -1.09634 1.01689  0.023
Br -0.43360 -2.36224 -1.57867  -0.134
H 1.66421 -1.92422 3.02643  0.454
H -0.56043 2.46064 -0.83345  0.377
H -1.10199 1.79206 0.57270  0.386
H 0.56406 2.24641 0.33942  0.376
H -1.84209 -0.46588 -1.44634  0.504
H 1.29143 -0.48602 -1.77943  0.357

Values from the calculation:
* gap between HOMO and LUMO: 8.0801 eV
* energy: -5417.17447 a.u.
* energy above the lowest of the compared OMol25 structures with the same formula, charge and spin: 67.0 kcal per mole
* E_HOMO: -8.79 eV

---

(4)
Here is a structure of composition C39H28CoN4O2PSTe in a non-equilibrium geometry from the Open Molecules 2025 dataset. Energies are from ωB97M-V/def2-TZVPD.

Last column: Mulliken charge in e.
CARTESIAN COORDINATES (ANGSTROEM)
Co -0.04203 0.06063 0.04071  -0.498
O 1.70628 1.39815 3.34512  -0.686
C 1.76624 0.89022 2.24589  0.001
O 0.73872 0.30992 1.69376  -0.308
C 3.09522 0.86220 1.51714  0.561
C 4.22811 1.00030 2.31749  -0.816
C 5.49591 0.99740 1.76578  -0.560
C 5.65357 0.87772 0.39085  -0.778
C 4.53845 0.75155 -0.41550  -0.482
C 3.25354 0.73429 0.13579  -0.098
P 1.86637 0.61066 -1.02913  2.725
C 2.44665 -0.59525 -2.26625  0.126
C 2.86932 -0.26054 -3.54969  -0.156
C 3.30935 -1.25061 -4.41861  -0.771
C 3.33944 -2.57577 -4.01326  -0.667
C 2.94393 -2.91442 -2.72538  -0.684
C 2.49903 -1.92989 -1.85951  -0.637
C 1.82205 2.21754 -1.87001  0.684
C 2.35844 3.35479 -1.27233  -0.999
C 2.22458 4.59239 -1.88687  -0.736
C 1.56320 4.70256 -3.10007  -0.769
C 1.02890 3.57174 -3.70527  -1.133
C 1.15015 2.33681 -3.08995  -0.383
H 4.08280 1.11433 3.38251  0.540
H 6.36224 1.09395 2.40652  0.424
H 6.64127 0.88446 -0.05052  0.450
H 4.66089 0.66279 -1.48821  0.436
H 2.87198 0.77088 -3.87537  0.590
H 3.63916 -0.98195 -5.41349  0.460
H 3.68478 -3.34290 -4.69349  0.424
H 2.99137 -3.94387 -2.39451  0.476
H 2.21963 -2.18835 -0.84611  0.387
H 2.88507 3.27458 -0.32982  0.398
H 2.64364 5.47213 -1.41716  0.452
H 1.46891 5.66791 -3.57918  0.423
H 0.52685 3.65372 -4.66075  0.467
H 0.74549 1.45422 -3.57113  0.807
S -2.66399 -4.94037 -4.76818  0.180
N -2.73975 -3.33154 -4.77820  -0.668
C -2.16569 -2.91220 -3.66395  0.874
C -2.02685 -1.52640 -3.25665  0.358
C -2.53032 -0.43700 -3.96867  -0.658
C -2.36806 0.82897 -3.44732  -1.295
C -1.68514 0.98772 -2.24565  -0.646
N -1.18145 -0.03977 -1.57283  0.413
C -1.36376 -1.28518 -2.05542  0.221
C -0.86683 -2.36978 -1.22217  0.008
N -0.26640 -1.99713 -0.08126  -0.122
C 0.14938 -2.93242 0.75919  -0.415
C 0.00400 -4.29302 0.49158  -0.874
C -0.58391 -4.68631 -0.69162  -0.736
C -1.03765 -3.70628 -1.57590  0.512
C -1.68783 -3.97355 -2.84513  0.816
N -1.91370 -5.16920 -3.36112  -0.674
H -3.05001 -0.60322 -4.90301  0.575
H -2.75612 1.69914 -3.95696  0.534
H -1.53463 1.96635 -1.80781  0.978
H 0.62683 -2.58228 1.66660  0.548
H 0.35455 -5.01895 1.21085  0.476
H -0.70925 -5.73130 -0.94260  0.577
C -1.80484 2.91911 2.69572  -0.953
Te -2.17368 1.06410 1.69281  0.245
C -3.87738 2.08363 0.87432  -1.084
C -4.13847 3.22747 1.82168  0.523
C -5.35925 3.89468 1.82202  -0.712
C -5.58191 4.94914 2.69210  -0.559
C -4.58262 5.34366 3.57154  -0.548
C -3.36542 4.68298 3.57726  -0.750
C -3.13495 3.62464 2.70371  0.558
H -1.03829 3.47801 2.16136  0.423
H -1.43271 2.69648 3.69218  0.576
H -4.72195 1.40050 0.81223  0.569
H -3.64742 2.44123 -0.13047  0.382
H -6.14229 3.58094 1.14211  0.429
H -6.53693 5.45725 2.69167  0.398
H -4.75631 6.15966 4.26012  0.401
H -2.58866 4.98561 4.26879  0.448

Values from the calculation:
* spin multiplicity: 2
* total charge: +1
* gap between HOMO and LUMO (alpha / beta): 6.9624 / 6.9677 eV
* energy: -4262.72497 a.u.
* energy above the lowest of the compared OMol25 structures with the same formula, charge and spin: 0.0 kcal per mole
* E_HOMO (alpha / beta): -10.50 / -10.51 eV

---

Number 1 is which compound? C25H39NO7

---

Among the records above, which one has the highest energy? C25H39NO7